[1]
Molecular formula: C35H50AsBN5PbS3Si3
Method: DFT, the ωB97M-V functional and the def2-TZVPD basis

Orbital gap (alpha / beta) ... 5.2 / 5.1 eV
Energy relative to the best compared isomer or geometry (same formula, charge and spin) ... 2.306 eV
Strongest force on any atom ... 0.76 eV/A
Electronic energy ... -6154.17559 hartree
HOMO energy (alpha / beta) ... -0.174 / -0.176 Ha

Geometry as ORCA input:
```
! wB97M-V def2-TZVPD RIJCOSX def2/J DEFGRID3
* xyz -1 1
Pb -0.002 -1.243 -0.464
C -1.047 2.014 -3.796
C -0.377 1.085 -2.984
N -1.017 0.208 -2.255
C -2.368 0.150 -2.259
C -3.123 1.100 -2.975
C -2.412 2.032 -3.762
C -4.537 1.081 -2.895
C -5.127 0.117 -2.140
C -4.381 -0.883 -1.478
C -3.000 -0.934 -1.532
N -2.159 -1.903 -1.038
C -2.490 -3.199 -0.722
C -3.703 -3.703 -0.286
C -3.910 -5.089 -0.094
C -2.934 -6.008 -0.328
C -1.656 -5.548 -0.732
C -0.574 -6.413 -1.007
C 0.631 -5.907 -1.398
C 0.781 -4.511 -1.465
N -0.202 -3.691 -1.201
C -1.426 -4.168 -0.880
H -0.481 2.696 -4.415
H 0.708 1.071 -2.923
H -2.973 2.763 -4.334
H -5.115 1.831 -3.421
H -6.205 0.103 -2.034
H -4.933 -1.610 -0.917
H -4.509 -3.040 -0.036
H -4.883 -5.418 0.252
H -3.109 -7.069 -0.207
H -0.721 -7.482 -0.900
H 1.467 -6.551 -1.632
H 1.731 -4.058 -1.727
S 2.615 -0.958 -5.150
C 1.711 -1.452 -3.836
S 2.266 -1.246 -2.236
S 0.347 -2.270 -4.324
C -1.674 -2.603 2.608
C -0.204 -2.865 2.508
C 0.575 -3.548 3.402
C 1.905 -3.566 2.886
C 1.882 -2.889 1.699
C 3.033 -2.619 0.783
N 0.588 -2.477 1.446
H -2.029 -2.935 3.584
H -2.242 -3.143 1.848
H -1.919 -1.549 2.503
H 0.223 -3.973 4.332
H 2.785 -3.996 3.343
H 3.963 -2.607 1.354
H 2.941 -1.649 0.292
H 3.140 -3.369 -0.004
B -3.778 1.224 1.947
C -2.442 0.661 1.315
N -1.447 0.283 0.861
H -4.214 0.364 2.692
H -4.540 1.460 1.028
H -3.495 2.239 2.558
C -0.189 2.268 3.340
Si 1.471 1.852 2.595
C 2.034 0.197 3.246
C 2.712 3.127 3.185
As 1.331 1.779 0.232
Si 3.525 2.370 -0.385
C 4.149 4.071 0.124
C 4.634 1.073 0.379
C 3.671 2.261 -2.249
Si 0.216 3.806 -0.185
C -1.617 3.522 -0.313
C 0.472 5.191 1.048
C 0.858 4.444 -1.830
H -0.043 2.671 4.346
H -0.810 1.373 3.409
H -0.759 2.995 2.759
H 1.558 0.002 4.211
H 3.117 0.174 3.390
H 1.766 -0.631 2.591
H 2.846 3.004 4.265
H 2.379 4.149 2.995
H 3.686 2.997 2.709
H 4.842 3.998 0.965
H 3.349 4.747 0.420
H 4.678 4.527 -0.717
H 4.398 0.911 1.434
H 5.686 1.362 0.302
H 4.501 0.118 -0.137
H 3.522 3.237 -2.716
H 2.946 1.564 -2.671
H 4.663 1.893 -2.526
H -2.047 3.162 0.624
H -1.854 2.776 -1.077
H -2.109 4.463 -0.580
H 0.012 4.967 2.012
H -0.015 6.082 0.639
H 1.521 5.428 1.224
H 0.970 3.636 -2.556
H 1.834 4.921 -1.711
H 0.163 5.179 -2.245
*
```

---

[2]
Molecular formula: C5H10NO
Method: DFT, the ωB97M-V functional and the def2-TZVPD basis

Orbital gap ... 10.7 eV
Structure (SMILES) ... C=CC[C@@H]([NH3+])C=O
Energy relative to the best compared isomer or geometry (same formula, charge and spin) ... 1.792 eV
Strongest force on any atom ... 1.31 eV/A
Electronic energy ... -326.21597 hartree
HOMO energy ... -0.537 Ha

Geometry as ORCA input:
```
! wB97M-V def2-TZVPD RIJCOSX def2/J DEFGRID3
* xyz 1 1
C -0.941 -1.889 -0.641
C -1.109 -0.993 0.307
C -1.074 0.498 0.012
C 0.331 1.133 0.120
N 1.130 0.333 1.149
C 1.113 0.942 -1.168
O 2.271 0.627 -1.126
H -0.864 -1.618 -1.694
H -0.980 -2.957 -0.488
H -1.326 -1.299 1.325
H -1.765 1.043 0.643
H -1.457 0.584 -1.000
H 0.300 2.136 0.537
H 1.104 -0.654 0.857
H 2.051 0.745 1.301
H 0.586 0.379 2.012
H 0.630 0.990 -2.144
*
```

---

[3]
Molecular formula: CH6NO5Sn
Method: DFT, the ωB97M-V functional and the def2-TZVPD basis

Orbital gap (alpha / beta) ... 6.2 / 4.9 eV
Strongest force on any atom ... 4.66 eV/A
Electronic energy ... -686.55101 hartree
HOMO energy (alpha / beta) ... -0.293 / -0.277 Ha

Geometry as ORCA input:
```
! wB97M-V def2-TZVPD RIJCOSX def2/J DEFGRID3
* xyz 0 2
Sn -0.159 -1.517 -1.223
O -2.574 -0.228 -0.031
H -2.937 0.480 0.536
O -2.033 -3.315 0.222
H -2.184 -4.271 0.084
O -2.125 -1.969 -3.401
H -2.244 -1.972 -4.370
C 2.422 1.859 1.683
N 1.574 1.785 0.462
O 1.377 0.780 -0.095
O 1.107 2.840 0.104
H 1.906 2.447 2.442
H 3.429 2.240 1.515
H 2.441 0.840 2.071
*
```

---

Q: The lowest electronic energy belongs to which entry?
A: C35H50AsBN5PbS3Si3